[1]
{"formula": "C18H38ClN4O4S2", "method": "the ωB97M-V functional and the def2-TZVPD basis", "elements": ["C", "C", "N", "C", "N", "C", "N", "N", "C", "C", "C", "C", "Cl", "C", "C", "H", "H", "H", "H", "H", "H", "H", "H", "H", "H", "H", "H", "H", "H", "H", "H", "H", "H", "H", "H", "H", "H", "C", "C", "C", "S", "O", "O", "C", "H", "H", "H", "H", "H", "H", "H", "H", "C", "C", "C", "S", "O", "O", "C", "H", "H", "H", "H", "H", "H", "H", "H"], "xyz": [[2.999045, 0.191875, -0.243504], [2.803545, -0.431229, -1.627921], [1.388503, -0.554157, -1.978278], [0.640896, -1.528578, -1.228109], [-0.526590, -0.810230, -0.623843], [-1.761135, -1.489634, -0.670879], [-2.432749, -1.708487, 0.481319], [-2.214519, -1.856616, -1.870833], [-3.473484, -2.639554, -1.865923], [-1.167439, -2.524613, -2.742273], [0.166430, -2.765812, -2.015465], [1.257523, -3.326723, -2.940483], [0.553785, -4.113648, -4.407894], [2.205733, -4.356482, -2.299568], [2.468653, -4.221554, -0.799010], [2.111691, 0.782891, -0.015282], [3.863419, 0.842398, -0.220545], [3.064343, -0.566940, 0.535498], [3.262861, 0.238461, -2.352652], [3.342669, -1.380137, -1.705933], [1.256426, -0.650067, -2.973880], [1.247628, -1.874817, -0.396244], [-0.645549, 0.005587, -1.220187], [-3.371231, -1.370552, 0.687108], [-1.993460, -2.278418, 1.185914], [-3.722959, -2.925795, -2.882454], [-3.354380, -3.542362, -1.270323], [-4.296995, -2.055774, -1.472603], [-1.049231, -2.010507, -3.690645], [-1.591857, -3.501164, -2.941269], [-0.056301, -3.553214, -1.288000], [1.863219, -2.524330, -3.345674], [3.165621, -4.241403, -2.802867], [1.881802, -5.370465, -2.516510], [2.880085, -3.256380, -0.519029], [1.572473, -4.437998, -0.218207], [3.193570, -4.980799, -0.515493], [3.153495, 5.547643, 0.729885], [4.122681, 6.436404, -0.061344], [5.160749, 5.514701, -0.714159], [4.339777, 3.936279, -0.966769], [4.974926, 2.940029, -0.138854], [4.134341, 3.705523, -2.373992], [2.786146, 4.399763, -0.205364], [2.270233, 6.097341, 1.050675], [3.649151, 5.157359, 1.621081], [3.573137, 6.978334, -0.832911], [4.604995, 7.174862, 0.576084], [5.500908, 5.883930, -1.677775], [6.013463, 5.336883, -0.062188], [2.366747, 3.533892, 0.302094], [2.119560, 4.731587, -1.000816], [-4.822967, 1.523261, 3.857913], [-5.764880, 0.748805, 4.788617], [-5.992240, -0.634598, 4.164492], [-4.513403, -0.999131, 3.217337], [-4.852114, -1.065759, 1.803442], [-3.764937, -2.070423, 3.821997], [-3.688935, 0.560341, 3.517878], [-4.445044, 2.430370, 4.324994], [-5.353475, 1.809861, 2.947494], [-5.300565, 0.638213, 5.769620], [-6.709620, 1.269029, 4.930667], [-6.121072, -1.415113, 4.909486], [-6.833573, -0.638914, 3.474098], [-3.120850, 0.844503, 2.634526], [-3.018678, 0.412251, 4.363738]], "atomic_forces_ev_per_a": [[-0.60, -0.38, -0.08], [0.36, 0.51, 0.02], [-0.10, -0.14, 0.10], [0.30, 0.16, -0.20], [-0.05, -1.03, 0.00], [0.07, 0.32, -0.53], [-0.24, 0.26, -0.62], [0.02, -1.46, 1.40], [-0.14, 0.32, -0.26], [0.24, 0.71, -0.15], [-0.54, -0.17, -0.01], [0.12, -0.40, -0.01], [0.03, 0.04, -0.06], [0.48, 0.30, 0.22], [-0.15, -0.33, -0.17], [0.03, 0.20, 0.01], [0.21, -0.05, 0.12], [0.19, 0.00, 0.09], [-0.12, 0.00, -0.18], [0.01, -0.12, 0.00], [-0.01, 0.04, -0.09], [0.09, 0.07, 0.04], [0.10, 0.22, 0.13], [-0.42, -0.66, -0.18], [0.43, 0.70, 0.45], [0.09, 0.12, -0.11], [0.07, -0.03, 0.13], [-0.01, 0.11, 0.09], [-0.08, 0.23, -0.01], [-0.11, 0.02, -0.25], [-0.03, 0.06, 0.15], [-0.10, 0.16, -0.01], [0.01, -0.10, -0.16], [-0.27, -0.02, 0.01], [0.00, 0.09, 0.05], [-0.03, 0.16, 0.14], [0.10, 0.00, 0.04], [0.09, 0.00, -0.02], [-0.05, -0.05, -0.01], [0.02, 0.28, 0.08], [-0.15, 0.26, -0.02], [0.04, -0.08, -0.10], [0.06, -0.23, 0.02], [-0.13, 0.14, 0.20], [0.00, 0.00, 0.01], [-0.02, -0.02, 0.00], [-0.01, -0.01, -0.01], [0.01, 0.01, 0.00], [0.05, -0.11, -0.04], [-0.01, -0.10, -0.01], [0.06, -0.07, -0.07], [0.02, -0.03, -0.04], [-0.08, -0.07, -0.03], [0.10, 0.01, -0.01], [-0.23, 0.10, 0.11], [0.15, 0.33, 0.42], [0.02, -0.10, -0.08], [0.00, -0.14, -0.31], [-0.05, 0.27, 0.01], [0.01, 0.00, 0.00], [0.03, 0.02, -0.01], [0.01, -0.01, 0.00], [-0.02, -0.02, 0.00], [0.03, -0.11, -0.08], [0.05, -0.03, -0.07], [0.02, -0.12, -0.02], [0.00, -0.05, 0.00]], "homo_energy_ev": -12.05, "lumo_ev": -3.5, "largest_force_ev_per_a": 2.0, "homo_lumo_gap_ha": 0.3142, "total_charge": 1}


[2]
{"formula": "C4H7NO2", "method": "the ωB97M-V functional and the def2-TZVPD basis", "elements": ["C", "C", "O", "N", "C", "C", "O", "H", "H", "H", "H", "H", "H", "H"], "xyz": [[-1.371130, -1.353392, -0.455101], [-0.029024, -0.684973, -0.665952], [0.698550, -1.007548, -1.579466], [0.273817, 0.402748, 0.168853], [1.069223, 1.486836, -0.405166], [0.253355, 0.184765, 1.581365], [1.215148, -0.044196, 2.254760], [-1.259945, -2.384992, -0.111680], [-1.841415, -1.367471, -1.445203], [-2.027057, -0.804840, 0.224271], [1.411473, 2.124743, 0.410675], [1.909292, 1.124813, -1.000535], [0.411031, 2.082735, -1.057015], [-0.713319, 0.240774, 2.080195]], "atomic_forces_ev_per_a": [[-0.07, -0.07, 0.08], [-0.05, -0.14, -0.26], [-0.37, 0.41, 0.22], [-0.09, -0.02, -0.05], [0.19, 0.06, 0.05], [0.01, -0.18, 0.14], [0.35, 0.40, -0.35], [0.03, 0.11, -0.09], [0.07, -0.12, 0.22], [0.17, -0.07, 0.01], [0.13, -0.07, -0.15], [-0.01, 0.00, 0.23], [0.24, -0.19, 0.19], [-0.60, -0.13, -0.24]], "homo_energy_ev": -9.95, "lumo_ev": 0.7, "largest_force_ev_per_a": 0.7, "homo_lumo_gap_ha": 0.3908, "de_lowest_kj_mol": 124.5, "smiles": "CC(=O)N(C)C=O"}


[3]
{"formula": "C2H8O4", "method": "the ωB97M-V functional and the def2-TZVPD basis", "elements": ["C", "C", "O", "O", "H", "H", "H", "H", "O", "H", "H", "O", "H", "H"], "xyz": [[-1.213934, 1.203197, 1.887673], [-0.359522, 0.653830, 0.769084], [-0.843347, -0.066953, -0.086338], [0.869210, 1.130391, 0.773926], [-0.912638, 2.167647, 2.288134], [-2.266031, 1.290808, 1.634732], [-1.126802, 0.536239, 2.740434], [1.250024, 0.930193, -0.146285], [2.068395, -0.224007, -1.047012], [2.724407, 0.089054, -1.682081], [1.368223, -0.581761, -1.614188], [-0.874489, -2.196350, -1.777892], [-0.793141, -1.251480, -1.558351], [-1.088553, -2.585268, -0.937216]], "atomic_forces_ev_per_a": [[0.06, -0.05, 0.79], [-1.40, 0.96, 0.07], [0.65, 0.27, 0.20], [0.07, 0.12, -1.26], [0.44, 0.09, -0.37], [0.05, -0.35, -0.34], [-0.12, -0.31, 0.12], [0.14, -0.38, 1.41], [0.05, 0.11, -0.86], [0.13, -0.04, 0.12], [-0.01, -0.25, 0.25], [0.37, 0.54, -0.73], [-0.28, -0.46, 0.09], [-0.12, -0.25, 0.51]], "homo_energy_ev": -10.65, "lumo_ev": 0.4, "largest_force_ev_per_a": 1.7, "homo_lumo_gap_ha": 0.4076, "de_lowest_kj_mol": 38.6, "smiles": "CC(=O)O.O.O"}


[4]
{"formula": "C21H21N3O5S", "method": "the ωB97M-V functional and the def2-TZVPD basis", "elements": ["C", "C", "N", "C", "C", "C", "C", "O", "O", "C", "C", "O", "N", "C", "C", "C", "S", "O", "O", "C", "C", "C", "C", "N", "C", "C", "C", "C", "C", "C", "H", "H", "H", "H", "H", "H", "H", "H", "H", "H", "H", "H", "H", "H", "H", "H", "H", "H", "H", "H", "H"], "xyz": [[-4.339504, -1.453695, -2.391831], [-3.182097, -0.722994, -1.822525], [-2.031746, -0.607574, -2.410499], [-1.249931, 0.153027, -1.579278], [0.068239, 0.553617, -1.700121], [0.609053, 1.320419, -0.674180], [2.029717, 1.680302, -0.771805], [2.770207, 1.328916, -1.664274], [2.468780, 2.424148, 0.267636], [3.842518, 2.767513, 0.248939], [4.796828, 1.580814, 0.414225], [5.981739, 1.686774, 0.186289], [4.216372, 0.451824, 0.866574], [4.910809, -0.819129, 0.846126], [4.975876, -1.384913, -0.588406], [3.559073, -1.707540, -1.027361], [2.672813, -2.029950, 0.536418], [2.151877, -3.366489, 0.590222], [1.747119, -0.956267, 0.811355], [4.109658, -1.812966, 1.655563], [-0.150290, 1.678137, 0.451379], [-1.461795, 1.283434, 0.586021], [-2.005496, 0.523704, -0.439287], [-3.238744, -0.056129, -0.613722], [-4.337738, 0.066542, 0.253950], [-5.004676, -1.063569, 0.713206], [-6.085561, -0.924072, 1.564720], [-6.500893, 0.334431, 1.966589], [-5.831808, 1.459553, 1.513814], [-4.753950, 1.331290, 0.657388], [-4.356237, -2.482621, -2.033587], [-4.238135, -1.476166, -3.473124], [-5.275768, -0.972817, -2.115098], [0.665744, 0.277282, -2.553523], [4.103404, 3.259484, -0.694904], [3.989595, 3.467887, 1.073968], [3.206749, 0.395819, 0.947869], [5.924425, -0.652029, 1.227087], [5.598534, -2.280695, -0.584053], [5.435770, -0.645503, -1.244335], [3.075146, -0.862152, -1.509128], [3.480014, -2.595044, -1.644207], [4.610923, -2.767005, 1.776675], [3.763375, -1.426687, 2.607787], [0.317432, 2.262548, 1.226824], [-2.038240, 1.540263, 1.462106], [-4.665270, -2.043569, 0.415514], [-6.601065, -1.803386, 1.920569], [-7.343484, 0.438433, 2.633071], [-6.153101, 2.442413, 1.824420], [-4.236271, 2.204397, 0.288939]], "atomic_forces_ev_per_a": [[-0.08, -0.03, 0.00], [0.04, 0.02, -0.22], [-0.07, -0.37, -0.51], [-0.36, 0.34, 0.76], [0.04, 0.16, 0.18], [-0.34, -0.01, -0.05], [0.23, -0.05, -0.38], [-0.05, 0.20, 0.11], [-0.27, -0.09, 0.19], [0.54, 0.21, -0.32], [-0.48, 0.16, 0.12], [0.29, 0.11, -0.15], [-0.22, -0.14, 0.23], [0.80, 0.29, -0.09], [0.41, 0.24, 0.06], [-0.25, -0.11, 0.53], [-0.04, -0.70, 0.21], [0.20, -0.27, -0.09], [-0.01, 0.37, 0.03], [-0.52, 0.06, -0.67], [0.10, 0.03, -0.11], [-0.17, 0.01, 0.13], [0.74, 0.01, -0.32], [0.27, -0.05, -0.22], [-0.49, 0.05, 0.36], [0.16, 0.10, -0.04], [-0.07, -0.01, 0.00], [-0.05, 0.00, 0.04], [-0.01, 0.02, 0.05], [0.07, -0.10, -0.10], [-0.07, -0.05, 0.02], [0.01, 0.02, -0.01], [-0.08, -0.05, -0.04], [0.07, -0.04, -0.10], [0.00, -0.11, 0.20], [0.00, -0.12, -0.09], [0.16, 0.27, 0.05], [-0.20, -0.16, 0.00], [0.02, -0.01, -0.02], [0.01, -0.07, 0.00], [-0.09, 0.02, 0.05], [-0.08, -0.12, 0.02], [0.04, -0.10, -0.07], [-0.16, -0.01, 0.05], [0.01, 0.03, 0.08], [-0.01, 0.05, 0.08], [0.06, -0.09, -0.03], [-0.04, -0.07, 0.03], [-0.07, 0.01, 0.06], [-0.02, 0.08, 0.02], [0.05, 0.06, -0.05]], "homo_energy_ev": -8.64, "lumo_ev": 0.6, "largest_force_ev_per_a": 0.9, "homo_lumo_gap_ha": 0.3409, "de_lowest_kj_mol": 15.0, "smiles": "Cc1nc2cc(C(=O)OCC(=O)N[C@@H]3CCS(=O)(=O)C3)ccc2n1-c1ccccc1"}


[5]
{"formula": "C28H25ClPrSi", "method": "the ωB97M-V functional and the def2-TZVPD basis", "elements": ["C", "C", "C", "H", "C", "C", "H", "H", "H", "H", "Pr", "Cl", "C", "C", "C", "H", "C", "C", "H", "H", "H", "H", "C", "C", "C", "C", "C", "C", "Si", "C", "C", "C", "C", "C", "C", "C", "C", "C", "C", "C", "C", "H", "H", "H", "H", "H", "H", "H", "H", "H", "H", "H", "H", "H", "H", "H"], "xyz": [[-2.847157, -1.492582, -2.611543], [-2.056926, -1.682378, -3.795053], [-1.659862, -0.396137, -4.270519], [-1.835883, -2.632871, -4.286467], [-2.165452, 0.594163, -3.379437], [-2.896711, -0.079166, -2.341638], [-3.375168, 0.406967, -1.486305], [-3.208474, -2.286124, -1.955263], [-1.158439, -0.196733, -5.226726], [-2.089402, 1.676209, -3.525847], [-0.562789, -0.937877, -1.624620], [0.060409, -3.336987, -1.069353], [2.804515, -0.315557, -2.274684], [2.310134, 0.897774, -2.825101], [1.686716, 0.598076, -4.072085], [2.370110, 1.882621, -2.370249], [1.793298, -0.815579, -4.289217], [2.484881, -1.374416, -3.168903], [2.724004, -2.427733, -3.040146], [3.315002, -0.426802, -1.320520], [1.174813, 1.296084, -4.727044], [1.407534, -1.363731, -5.147110], [-0.594542, 4.721194, 1.458534], [0.473579, 4.239202, 0.681974], [0.637699, 2.865535, 0.476121], [-0.257152, 1.957072, 1.087198], [-1.356077, 2.432920, 1.825004], [-1.516827, 3.814553, 2.015280], [0.076815, 0.167824, 0.970416], [1.681276, -0.235681, 1.771472], [2.417158, -1.390186, 1.421291], [3.587970, -1.693558, 2.117984], [4.034817, -0.866139, 3.155284], [3.317535, 0.290681, 3.480633], [2.146591, 0.622996, 2.787253], [-1.279493, -0.891438, 1.663912], [-0.929288, -1.958805, 2.527590], [-1.925484, -2.770925, 3.078625], [-3.277841, -2.538559, 2.781636], [-3.624072, -1.495482, 1.915379], [-2.643588, -0.676533, 1.348054], [-0.711246, 5.795866, 1.634136], [1.191029, 4.946888, 0.249011], [1.464635, 2.487763, -0.124605], [-2.060115, 1.728247, 2.268293], [-2.358690, 4.183285, 2.612175], [2.053192, -2.034562, 0.621414], [4.150266, -2.592233, 1.855832], [4.936074, -1.118739, 3.711296], [3.659675, 0.951064, 4.284811], [1.589193, 1.529404, 3.027683], [0.125026, -2.136484, 2.748461], [-1.638651, -3.589077, 3.752294], [-4.045443, -3.166805, 3.232991], [-4.676264, -1.307093, 1.687726], [-2.922917, 0.140591, 0.682674]], "atomic_forces_ev_per_a": [[-0.13, 0.56, -0.56], [-0.64, 0.69, 0.09], [-0.70, -0.09, 0.24], [-0.02, 0.36, 0.35], [-0.37, -0.74, -0.04], [-0.20, -0.22, -0.74], [0.08, -0.23, -0.40], [-0.06, 0.23, -0.25], [-0.01, -0.14, 0.77], [0.11, -0.51, 0.24], [3.18, 0.67, -1.57], [-0.03, -0.85, 0.27], [-0.47, -0.25, -0.09], [-0.56, -0.42, -0.27], [0.05, -0.89, 0.48], [0.09, -0.14, -0.09], [-0.04, 0.64, 0.83], [-0.47, 0.48, -0.13], [-0.01, 0.25, 0.02], [-0.04, 0.07, -0.21], [0.14, -0.01, 0.09], [0.13, 0.12, 0.18], [-0.14, -0.48, 0.06], [-0.10, -0.01, 0.07], [-0.62, 0.39, 0.62], [-0.33, 0.92, 0.57], [0.50, 1.02, -0.18], [0.15, 0.04, -0.24], [0.05, -0.67, -1.76], [0.57, 0.05, 0.65], [0.05, 0.63, 0.63], [-0.04, -0.05, 0.04], [-0.36, 0.18, -0.15], [-0.07, 0.21, 0.00], [0.64, -0.90, -0.13], [-0.35, -0.04, 0.97], [-0.92, -0.02, -0.20], [0.17, 0.07, -0.12], [0.38, 0.22, -0.10], [-0.11, -0.08, 0.01], [0.50, -0.71, 0.48], [0.05, -0.41, -0.10], [-0.32, -0.28, 0.14], [-0.14, 0.06, 0.12], [0.20, 0.22, -0.01], [0.32, -0.07, -0.23], [0.13, 0.09, 0.14], [-0.11, 0.25, 0.08], [-0.15, 0.04, -0.14], [-0.01, -0.29, -0.26], [0.16, -0.23, 0.02], [-0.35, 0.02, 0.04], [-0.19, 0.34, -0.29], [0.13, 0.17, -0.16], [0.27, -0.10, 0.05], [-0.01, -0.12, 0.17]], "homo_energy_ev": [-3.74, -3.69], "multiplicity": 3, "lumo_ev": [2.6, 2.6], "largest_force_ev_per_a": 3.6, "homo_lumo_gap_ha": [0.2318, 0.2298], "total_charge": -1, "s_squared": 2.01}


| no. | total energy (Eh) |
| --- | --- |
| 1 | -2484.94053 |
| 2 | -361.83343 |
| 3 | -381.98324 |
| 4 | -1751.56238 |
| 5 | -2348.74214 |